# 1
Below is C16H19Cl3N2O2PPdSe2 as an isolated structure, with properties calculated with wB97M-V/def2-TZVPD.

Summary:
Spin multiplicity: 1
Total charge: +1

CARTESIAN COORDINATES (ANGSTROEM)
C1 -3.317 -2.197 -3.080
C2 4.153 1.258 3.235
Cl1 2.259 -1.434 -3.374
H1 -3.433 1.047 3.891
C3 3.005 0.722 2.663
C4 2.150 1.536 1.928
C5 4.446 2.602 3.078
C6 1.370 -3.788 -2.414
Cl2 3.377 -2.640 -0.942
H2 3.829 4.466 2.205
C7 2.737 -3.037 -2.574
H3 1.832 3.528 1.154
C8 -1.904 -1.778 -2.714
Se1 0.569 -1.287 1.311
P1 0.664 0.874 1.146
H4 2.778 -0.327 2.793
C9 -2.046 3.675 2.265
Pd1 1.136 -1.121 -1.099
H5 -2.932 -2.111 -5.160
O1 1.211 -4.826 -3.010
H6 -0.300 3.593 1.047
H7 -4.200 -3.104 -4.802
H8 -3.779 3.465 3.512
H9 -2.648 -3.592 -4.511
N1 -3.283 -2.791 -4.484
Cl3 3.918 -3.845 -3.523
H10 -1.822 -2.050 -0.679
H11 -2.195 4.733 2.095
H12 -4.027 -1.372 -3.097
H13 -1.561 -1.002 -3.409
N2 -1.731 -1.314 -1.364
H14 -2.279 -0.508 -1.097
H15 -1.506 -0.104 2.873
H16 -1.240 -2.640 -2.826
C10 -0.760 1.667 1.908
H17 -3.690 -2.981 -2.425
C11 -1.655 0.954 2.697
C12 -2.934 2.960 3.061
Se2 0.767 1.322 -0.973
H18 5.341 3.018 3.524
C13 -0.968 3.031 1.686
O2 0.534 -3.132 -1.690
C14 3.597 3.418 2.339
H19 4.818 0.619 3.801
C15 2.460 2.887 1.759
C16 -2.740 1.605 3.274

These are the Löwdin partial charges, in e, on atoms 1 to 5:
1. C -0.122
2. C -0.065
3. Cl 0.599
4. H 0.110
5. C -0.100

***

# 2
Below is one molecule with the formula C16H19N3O2, with properties calculated with wB97M-V/def2-TZVPD.

Summary:
Spin multiplicity: 1
SMILES: COc1ccc(/C=C/C(=O)NCCCn2ccnc2)cc1

CARTESIAN COORDINATES (ANGSTROEM)
C1 1.373 -1.049 6.670
C2 1.023 1.531 -0.044
H1 2.053 2.322 4.053
O1 2.178 1.842 -0.270
H2 -0.309 0.477 3.440
H3 1.618 -0.114 -4.588
C3 1.077 -0.827 5.357
H4 -0.828 0.536 -0.659
C4 -0.026 -0.315 -3.225
N1 0.621 0.460 5.283
H5 -0.556 1.596 1.271
N2 1.116 0.069 7.398
H6 0.374 1.948 6.794
H7 -2.911 -1.944 -3.942
C5 1.463 1.725 3.356
C6 -1.920 -1.548 -4.100
H8 -3.232 -3.455 -7.240
H9 -1.841 -0.719 -2.150
H10 1.750 -1.936 7.137
H11 0.524 -1.360 -6.416
C7 0.024 -1.207 -5.472
C8 0.625 -0.515 -4.449
O2 -1.764 -2.407 -6.379
H12 1.668 0.726 -2.401
H13 1.142 -1.457 4.493
C9 0.652 0.421 -2.182
C10 -3.048 -2.974 -6.281
H14 -0.427 1.986 4.378
H15 1.977 3.014 1.710
C11 -1.308 -0.847 -3.080
H16 -3.096 -3.724 -5.486
H17 2.086 0.901 3.003
N3 0.401 1.869 1.122
C12 -1.260 -1.737 -5.312
C13 0.675 0.949 6.545
H18 -3.813 -2.210 -6.108
C14 1.072 2.604 2.164
C15 0.239 1.166 4.091
C16 0.175 0.776 -0.982
H19 0.433 3.428 2.500

These are the Löwdin partial charges, in e, on atoms 1 to 5:
1. C -0.162
2. C -0.505
3. H 0.120
4. O 0.053
5. H 0.124

***

# 3
Below is one molecule with the formula C16H19N3O4S, with properties calculated with wB97M-V/def2-TZVPD.

Summary:
Spin multiplicity: 1
SMILES: CCNC(=S)N(CCO)C[C@@H]1C=c2cc3c(cc2=NC1=O)OCO3

CARTESIAN COORDINATES (ANGSTROEM)
H1 -4.997 0.995 4.078
O1 5.083 -1.684 -2.770
H2 0.731 0.907 -2.472
O2 -0.328 0.167 2.003
C1 3.061 -0.434 -2.194
H3 -4.016 -0.377 4.902
H4 -0.367 1.597 -0.320
H5 6.819 -2.713 -2.113
H6 -1.120 -2.794 -0.020
C2 0.960 0.420 -1.466
C3 -4.102 0.406 4.089
H7 -3.311 1.204 4.325
C4 2.283 -0.885 0.046
H8 -3.166 -2.382 -0.869
H9 3.454 -2.145 1.194
H10 -4.562 -1.425 2.716
H11 -2.886 -0.936 2.816
C5 5.714 -2.777 -2.097
C6 -1.439 -0.176 -1.152
C7 -3.193 0.555 0.528
H12 3.014 0.089 -3.139
C8 2.135 -0.292 -1.150
C9 -1.991 -2.766 0.771
H13 -1.193 -1.139 -1.617
C10 0.350 0.023 0.956
C11 -0.135 0.520 -0.446
H14 -0.997 -1.394 1.819
N1 -3.966 0.530 1.696
H15 -3.961 -1.886 0.479
O3 -1.455 -2.280 1.999
S1 -3.365 1.957 -0.223
O4 5.369 -2.802 -0.798
H16 -4.207 1.499 2.003
H17 -1.825 0.373 -2.025
N2 -2.425 -0.496 -0.077
C12 -2.958 -1.862 0.014
C13 -3.841 -0.494 2.793
N3 1.411 -0.809 1.038
C14 3.354 -1.744 0.254
C15 4.082 -1.286 -1.985
H18 -2.527 -3.686 0.933
H19 5.467 -3.780 -2.481
C16 4.273 -1.998 -0.772

These are the Löwdin partial charges, in e, on atoms 1 to 5:
1. H 0.046
2. O 0.076
3. H 0.159
4. O 0.020
5. C 0.052

***

| no. | frontier orbital gap (eV) |
| --- | --- |
| 1 | 6.881 |
| 2 | 8.500 |
| 3 | 6.278 |